Run i
C9H14 | the ωB97M-V functional and the def2-TZVPD basis

```
23
C9H14 | OMol25 | the ωB97M-V functional and the def2-TZVPD basis
C -1.393 0.147 3.767
C -1.399 1.572 3.130
H -1.883 -0.695 3.250
H -0.314 -0.097 3.927
H -1.791 0.208 4.728
H -2.313 1.804 2.717
H -0.690 1.876 2.433
H -1.109 2.347 3.796
C -0.837 -0.762 -3.165
C 1.474 0.118 0.279
C 0.493 -0.822 0.371
C 1.752 0.630 -0.926
C -0.171 -1.168 -0.770
C 1.003 0.485 -2.042
C 0.086 -0.541 -2.087
H 2.217 0.193 1.093
H 0.399 -1.428 1.354
H 2.843 1.105 -0.778
H -1.009 -1.927 -0.717
H 1.233 1.148 -2.843
H -0.544 -0.437 -4.159
H -1.819 -0.277 -2.901
H -1.262 -1.781 -3.248
```

Structure (SMILES) ... Cc1ccccc1.CC
Orbital gap ... 9.83 eV

Run ii
C9H14 | the ωB97M-V functional and the def2-TZVPD basis

```
23
C9H14 | OMol25 | the ωB97M-V functional and the def2-TZVPD basis
C 1.712 0.838 2.317
C 0.865 2.621 -1.505
C 1.573 1.418 -1.445
C 0.522 3.247 -0.319
C 1.991 0.939 -0.222
C 0.934 2.739 0.895
C 1.675 1.557 0.983
H 0.591 3.036 -2.467
H 1.923 1.010 -2.387
H -0.141 4.107 -0.347
H 2.593 0.037 -0.165
H 0.572 3.219 1.805
H 1.872 -0.222 2.144
H 0.727 0.893 2.778
H 2.444 1.315 2.961
C -2.208 -3.745 -1.194
C -2.729 -2.889 -0.057
H -1.547 -3.226 -1.893
H -1.722 -4.669 -0.902
H -3.051 -4.111 -1.798
H -1.987 -2.685 0.715
H -3.164 -1.974 -0.436
H -3.445 -3.455 0.541
```

Structure (SMILES) ... Cc1ccccc1.CC
Orbital gap ... 9.87 eV

Run iii
C9H14 | the ωB97M-V functional and the def2-TZVPD basis

```
23
C9H14 | OMol25 | the ωB97M-V functional and the def2-TZVPD basis
C -3.247 -0.797 -1.120
C -0.115 0.668 0.407
C -0.485 1.961 0.718
C -1.036 -0.185 -0.193
C -2.301 0.245 -0.576
C -1.724 2.407 0.273
C -2.612 1.593 -0.400
H 0.911 0.385 0.595
H 0.124 2.634 1.308
H -0.807 -1.240 -0.187
H -2.051 3.435 0.394
H -3.966 -1.088 -0.344
H -2.742 -1.763 -1.125
H -3.616 1.907 -0.658
H -3.584 -0.580 -2.126
C 2.937 -1.619 0.826
C 3.855 -0.741 -0.068
H 3.551 -2.460 1.126
H 2.521 -1.069 1.667
H 2.094 -1.961 0.251
H 3.423 0.251 -0.154
H 4.037 -1.228 -1.021
H 4.835 -0.753 0.406
```

Structure (SMILES) ... Cc1ccccc1.CC
Orbital gap ... 10.08 eV

Run iv
C9H14 | the ωB97M-V functional and the def2-TZVPD basis

```
23
C9H14 | OMol25 | the ωB97M-V functional and the def2-TZVPD basis
C 2.575 1.468 -0.121
C 1.101 2.364 1.544
C 1.434 1.261 0.850
C 0.042 2.083 2.402
C 0.988 -0.025 1.083
C -0.383 0.853 2.900
C 0.175 -0.232 2.256
H 1.896 3.147 1.622
H -0.363 3.135 2.693
H 2.773 0.541 -0.445
H 3.476 1.926 0.158
H 1.549 -0.793 0.545
H -1.181 0.864 3.682
H -0.045 -1.341 2.523
H 2.354 2.198 -0.972
C -2.703 -2.235 -2.245
C -1.423 -2.185 -3.023
H -3.697 -2.370 -2.538
H -2.645 -2.876 -1.422
H -2.687 -1.116 -1.699
H -1.322 -3.035 -3.708
H -1.384 -1.318 -3.779
H -0.530 -2.315 -2.304
```

Structure (SMILES) ... Cc1ccccc1.CC
Orbital gap ... 9.90 eV

Stability comparison, relative energies in hartree: run i 0.0597; run ii 0.0000; run iii 0.0054; run iv 0.0969

Run i
C9H14 | the ωB97M-V functional and the def2-TZVPD basis

```
23
C9H14 | OMol25 | the ωB97M-V functional and the def2-TZVPD basis
C -3.005 0.428 -1.132
C -2.135 0.088 -2.321
H -2.603 0.032 -0.197
H -3.044 1.502 -0.931
H -4.024 0.077 -1.259
H -2.552 0.475 -3.253
H -2.006 -0.982 -2.490
H -1.131 0.507 -2.228
C 2.040 1.096 -0.786
C 1.487 0.334 0.388
C 0.439 -0.566 0.270
C 2.166 0.400 1.610
C 0.115 -1.434 1.305
C 1.778 -0.400 2.669
C 0.780 -1.352 2.518
H 1.265 1.578 -1.383
H 2.631 0.444 -1.428
H -0.083 -0.621 -0.674
H 3.006 1.076 1.690
H -0.661 -2.174 1.155
H 2.282 -0.307 3.622
H 0.527 -2.064 3.291
H 2.726 1.864 -0.436
```

Structure (SMILES) ... Cc1ccccc1.CC
Orbital gap ... 10.09 eV

Run ii
C9H14 | the ωB97M-V functional and the def2-TZVPD basis

```
23
C9H14 | OMol25 | the ωB97M-V functional and the def2-TZVPD basis
C -1.998 1.729 -1.276
C -2.311 0.254 -0.975
H -2.884 2.275 -1.605
H -1.717 2.187 -0.321
H -1.142 1.887 -1.926
H -3.082 0.198 -0.200
H -1.374 -0.127 -0.599
H -2.594 -0.189 -1.924
C 0.713 1.448 1.381
C 1.536 -2.474 -0.153
C 1.821 -1.348 -0.910
C 0.981 -2.304 1.102
C 1.477 -0.079 -0.477
C 0.802 -1.027 1.615
C 1.006 0.096 0.823
H 1.787 -3.444 -0.564
H 2.285 -1.494 -1.874
H 0.640 -3.143 1.697
H 1.602 0.796 -1.102
H 0.451 -0.872 2.625
H 0.685 2.239 0.638
H 1.505 1.829 2.038
H -0.189 1.563 1.987
```

Structure (SMILES) ... Cc1ccccc1.CC
Orbital gap ... 10.12 eV

Run iii
C9H14 | the ωB97M-V functional and the def2-TZVPD basis

```
23
C9H14 | OMol25 | the ωB97M-V functional and the def2-TZVPD basis
C -3.174 0.772 -0.999
C -3.744 0.370 0.368
H -2.426 0.080 -1.408
H -3.987 0.825 -1.728
H -2.524 1.632 -0.886
H -4.410 -0.477 0.265
H -2.908 0.089 1.013
H -4.371 1.191 0.733
C 2.849 1.488 0.927
C 2.229 -1.794 -0.845
C 0.852 -1.971 -0.620
C 2.863 -0.780 -0.134
C 2.115 0.212 0.534
C 0.185 -1.009 0.072
C 0.738 0.134 0.635
H 2.811 -2.262 -1.631
H 0.362 -2.884 -0.930
H 3.941 -0.780 -0.022
H -0.879 -1.186 0.279
H 3.378 1.946 0.102
H 3.683 1.307 1.638
H 0.206 0.912 1.163
H 2.210 2.185 1.471
```

Structure (SMILES) ... Cc1ccccc1.CC
Orbital gap ... 9.97 eV

Run iv
C9H14 | the ωB97M-V functional and the def2-TZVPD basis

```
23
C9H14 | OMol25 | the ωB97M-V functional and the def2-TZVPD basis
C 2.191 -1.713 0.170
C 2.000 -2.081 1.648
H 1.291 -2.204 -0.318
H 2.337 -0.674 -0.041
H 3.165 -2.179 -0.182
H 2.517 -3.024 1.868
H 2.406 -1.321 2.179
H 1.057 -2.113 2.154
C 0.411 0.725 -2.441
C -1.258 -0.334 -0.842
C -0.403 0.690 -1.213
C -1.906 -0.215 0.395
C -0.106 1.662 -0.200
C -1.627 0.673 1.346
C -0.768 1.632 0.996
H -1.390 -1.231 -1.485
H -2.684 -0.889 0.812
H 1.287 1.275 -2.077
H -0.014 0.986 -3.355
H 0.676 2.452 -0.324
H -2.075 0.647 2.361
H -0.502 2.382 1.819
H 0.721 -0.336 -2.568
```

Structure (SMILES) ... Cc1ccccc1.CC
Orbital gap ... 10.13 eV

Stability comparison, relative energies in hartree: run i 0.0000; run ii 0.0062; run iii 0.0267; run iv 0.0566

Run i
C9H14 | the ωB97M-V functional and the def2-TZVPD basis

```
23
C9H14 | OMol25 | the ωB97M-V functional and the def2-TZVPD basis
C -1.081 0.980 1.406
C 3.110 1.614 1.133
C 2.500 0.743 0.218
C 2.441 2.614 1.775
C 1.115 0.586 0.288
C 1.062 2.457 1.771
C 0.402 1.338 1.271
H 4.188 1.488 1.268
H 3.047 0.305 -0.610
H 2.854 3.526 2.151
H 0.702 -0.165 -0.373
H 0.437 3.132 2.416
H -1.653 1.896 1.651
H -1.057 0.190 2.188
H -1.444 0.691 0.433
C -2.125 -3.353 -1.738
C -2.062 -2.093 -2.576
H -2.148 -3.113 -0.655
H -3.069 -3.839 -1.899
H -1.211 -3.974 -1.792
H -2.346 -2.198 -3.594
H -1.097 -1.573 -2.660
H -2.565 -1.252 -2.073
```

Structure (SMILES) ... Cc1ccccc1.CC
Orbital gap ... 9.72 eV

Run ii
C9H14 | the ωB97M-V functional and the def2-TZVPD basis

```
23
C9H14 | OMol25 | the ωB97M-V functional and the def2-TZVPD basis
C -1.257 -0.760 -3.004
C -1.084 0.736 -3.268
H -0.832 -1.456 -3.723
H -0.892 -1.028 -2.012
H -2.321 -1.013 -2.990
H -1.958 1.383 -3.219
H -0.571 0.933 -4.213
H -0.383 1.132 -2.523
C -1.915 -0.435 1.077
C 1.449 1.039 0.257
C 2.276 0.159 0.960
C 0.082 0.922 0.408
C -0.471 -0.053 1.247
C 1.738 -0.713 1.879
C 0.360 -0.781 2.087
H 1.930 1.835 -0.277
H 3.342 0.151 0.743
H -0.614 1.586 -0.097
H 2.406 -1.352 2.444
H -2.503 0.335 0.574
H -2.356 -0.544 2.075
H -0.105 -1.493 2.751
H -2.128 -1.393 0.612
```

Structure (SMILES) ... Cc1ccccc1.CC
Orbital gap ... 10.04 eV

Run iii
C9H14 | the ωB97M-V functional and the def2-TZVPD basis

```
23
C9H14 | OMol25 | the ωB97M-V functional and the def2-TZVPD basis
C 3.322 0.342 1.305
C 3.285 1.608 0.308
H 2.281 0.091 1.669
H 3.471 -0.642 0.779
H 4.005 0.467 2.071
H 2.305 1.872 0.089
H 3.707 2.408 0.801
H 3.666 1.321 -0.595
C 0.198 -2.101 -0.951
C -0.700 -0.981 -0.560
C -0.976 -1.042 0.783
C -1.117 0.000 -1.521
C -1.829 0.054 1.147
C -1.866 1.024 -1.057
C -2.300 1.067 0.262
H 0.703 -2.706 -0.203
H 1.006 -1.705 -1.478
H -0.683 -1.746 1.508
H -0.968 -0.132 -2.502
H -2.022 0.124 2.201
H -2.212 1.756 -1.735
H -2.890 1.934 0.643
H -0.471 -2.866 -1.539
```

Structure (SMILES) ... Cc1ccccc1.CC
Orbital gap ... 9.84 eV

Run iv
C9H14 | the ωB97M-V functional and the def2-TZVPD basis

```
23
C9H14 | OMol25 | the ωB97M-V functional and the def2-TZVPD basis
C 0.872 -1.053 -1.530
C -2.209 -0.621 0.643
C -1.675 -0.919 1.898
C -1.366 -0.596 -0.445
C -0.024 -0.965 -0.300
C -0.367 -1.331 2.054
C 0.472 -1.362 0.935
H -3.240 -0.288 0.652
H -2.290 -0.912 2.790
H -1.722 -0.285 -1.418
H -0.065 -1.782 2.991
H 0.606 -1.878 -2.190
H 1.832 -1.301 -1.082
H 1.489 -1.735 0.925
H 1.003 -0.121 -2.070
C 1.805 2.538 -0.429
C 1.279 2.942 -1.803
H 1.238 1.845 0.188
H 2.754 1.966 -0.445
H 2.218 3.460 -0.011
H 0.445 3.620 -1.609
H 0.964 2.212 -2.549
H 2.071 3.501 -2.291
```

Structure (SMILES) ... Cc1ccccc1.CC
Orbital gap ... 10.10 eV

Stability comparison, relative energies in hartree: run i 0.0321; run ii 0.0000; run iii 0.0515; run iv 0.0056